[1]
Here is 2 unconnected molecules or ions with the total composition C5H13NO from OMol25. Energies are from ωB97M-V/def2-TZVPD.

Each line ends with the natural charge from an NBO analysis.
Atoms and positions in Å:
H -0.045 1.032 -1.743  0.257
H -1.652 0.674 -1.170  0.264
H 1.693 -0.741 -1.909  0.220
C -0.592 0.548 -0.936  -0.508
H -1.411 1.921 1.941  0.397
C 0.912 -1.367 -1.521  -0.074
H 2.611 0.358 1.322  0.447
H 1.206 -2.413 -1.580  0.227
H 0.570 0.661 0.926  0.194
C -0.219 -0.876 -0.847  0.302
H -1.483 -1.498 0.789  0.308
H -0.625 -2.819 0.013  0.260
H -2.226 0.936 0.888  0.364
N -1.344 1.103 1.358  -0.816
O 3.202 1.120 1.416  -0.899
H 2.596 1.834 1.188  0.458
C -0.234 1.184 0.403  -0.209
H -2.019 -2.024 -0.688  0.317
H 0.118 2.210 0.321  0.234
C -1.058 -1.845 -0.168  -0.743

The spin multiplicity is 2. Its LUMO energy (alpha / beta) is -4.81 / -8.57 eV. The HOMO-LUMO gap (alpha / beta) is 9.042 / 5.015 eV. For the HOMO energy (alpha / beta), the calculation gives -0.5092 / -0.4994 Ha. As for the expectation value of S²: 0.76. As for the charge: +1. The maximum force comes out at 0.037 hartree/bohr.



[2]
Here is C2H3BrClN in the gas phase from OMol25. Energies are from ωB97M-V/def2-TZVPD.

Each line ends with the natural charge from an NBO analysis.
Atoms and positions in Å:
Br 1.978 -1.056 0.059  0.175
Cl 1.253 1.885 0.133  0.049
H -0.809 -1.008 0.820  0.189
C -0.757 -0.010 0.448  -0.268
C 0.582 0.367 0.043  -0.235
N -0.471 0.067 -0.993  -0.480
H -1.595 0.562 0.847  0.228
H -0.180 -0.808 -1.358  0.342

The spin multiplicity is 3. Its LUMO energy (alpha / beta) is 0.89 / -4.18 eV. The HOMO-LUMO gap (alpha / beta) is 6.496 / 6.254 eV. For the HOMO energy (alpha / beta), the calculation gives -0.2061 / -0.3835 Ha. As for the expectation value of S²: 2.01. As for the charge: 0. The maximum force comes out at 0.088 hartree/bohr.



[3]
Here is a molecular structure, C19H13CrF5N7O2Se from OMol25. Energies are from ωB97M-V/def2-TZVPD.

Each line ends with the natural charge from an NBO analysis.
Atoms and positions in Å:
C -2.098 -2.847 1.827  -0.316
H -2.778 1.874 -3.297  0.272
C -0.982 1.867 -2.070  -0.108
F 2.011 -0.472 -3.069  -0.330
H -1.289 -1.951 -2.038  0.243
C 3.010 2.624 1.073  -0.223
C 1.335 2.961 -0.558  -0.066
C 2.611 -2.136 1.317  0.621
C 2.265 3.510 0.332  -0.068
H 3.671 0.511 1.231  0.233
F 0.763 -2.337 -2.964  -0.317
C 2.924 1.235 0.869  0.082
C -0.593 3.202 -2.154  0.156
C 2.023 -1.843 -2.806  0.913
N -1.326 4.106 -2.800  -0.619
H -3.874 -0.709 3.849  0.227
H -2.143 0.555 3.851  0.425
H 2.387 4.577 0.368  0.273
F 2.812 -2.437 -3.722  -0.270
C -3.572 -1.718 3.517  -0.444
O -0.103 -2.950 0.332  -0.598
C -1.220 -0.854 -1.996  0.086
N 0.808 5.060 -1.707  -0.577
N -0.205 -0.326 -1.241  -0.530
N -1.289 0.208 3.511  -0.739
N -0.334 -1.346 1.928  -0.675
H -2.828 -2.977 1.067  0.263
H -1.998 -3.791 2.473  0.276
H 3.777 2.834 1.812  0.262
N -2.384 -1.712 2.666  -0.355
F 2.450 -3.474 -1.185  -0.316
Se -0.528 5.648 -2.765  1.095
C -2.056 1.285 -2.716  -0.058
Cr 1.204 -1.225 0.043  1.119
C 2.453 -2.088 -1.345  0.380
C 0.516 3.813 -1.390  0.090
H -0.486 0.764 3.405  0.422
C -0.035 1.031 -1.351  0.207
O 3.375 -2.567 2.070  -0.317
C 1.116 1.562 -0.554  0.247
C -2.190 -0.116 -2.670  -0.228
F 3.800 -1.735 -1.291  -0.324
N 1.973 0.713 0.057  -0.525
H -4.430 -2.061 2.899  0.245
C -1.338 -0.893 2.697  0.679
H -2.943 -0.583 -3.290  0.265
C -0.732 -2.462 1.310  0.676
H -3.533 -2.328 4.479  0.250

The spin multiplicity is 4. Its LUMO energy (alpha / beta) is -7.09 / -7.34 eV. The HOMO-LUMO gap (alpha / beta) is 7.360 / 7.110 eV. For the HOMO energy (alpha / beta), the calculation gives -0.5309 / -0.5310 Ha. As for the expectation value of S²: 3.83. As for the charge: +2. The maximum force comes out at 0.106 hartree/bohr.



[4]
Here is a molecular structure, C19H33Cl2N2O4Rh from OMol25. Energies are from ωB97M-V/def2-TZVPD.

Each line ends with the natural charge from an NBO analysis.
Atoms and positions in Å:
O -1.889 -1.045 -1.005  -0.754
H 3.199 -3.696 -3.014  0.207
C -1.669 2.075 -0.779  0.551
H 1.177 2.496 0.869  0.237
H 1.893 1.535 -2.286  0.139
C -3.462 -2.763 -1.804  -0.639
O -1.837 -0.788 1.921  -0.713
C 4.866 -0.758 -3.554  -0.223
H -3.744 -0.514 3.201  0.247
H -1.695 3.695 1.178  0.256
C 1.854 0.623 -1.640  0.060
H 3.648 1.761 2.051  0.209
H -3.382 4.042 0.700  0.202
C 3.324 0.416 0.384  -0.174
Cl 0.483 -2.411 0.404  -0.547
H -1.607 1.514 -1.728  0.190
H -3.693 4.090 -2.044  0.201
N -2.137 3.322 -0.839  -0.385
Cl 0.753 0.440 2.262  -0.541
H 3.924 0.043 2.391  0.222
C 3.958 0.108 -2.945  -0.229
H -3.557 -1.587 0.017  0.187
Rh -0.388 -0.289 0.417  1.430
H -2.515 -3.428 5.192  0.201
C 2.531 -1.749 -2.360  -0.241
C -1.463 -1.564 2.857  0.552
H -1.259 -1.389 -1.669  0.515
H -0.818 -3.072 4.736  0.225
H 5.777 -0.356 -4.002  0.207
C -1.781 -2.632 5.009  -0.402
O -1.313 1.594 0.333  -0.690
C 2.403 1.141 -0.264  -0.020
C 4.025 0.823 1.632  -0.648
H -3.524 -0.534 4.982  0.205
N -2.228 -1.779 3.920  -0.393
C 1.981 2.519 0.120  -0.674
H -2.088 5.131 0.173  0.205
H -4.295 -1.912 4.185  0.200
C -2.332 4.087 0.382  -0.425
H -2.743 -3.394 -2.331  0.214
H 5.099 0.938 1.426  0.208
H 2.831 3.052 0.571  0.214
H 1.621 3.077 -0.753  0.199
H 3.633 -0.542 -0.035  0.207
O 0.585 0.166 -1.554  -0.811
H -2.112 4.878 -2.244  0.208
H 1.641 -2.133 -1.853  0.234
C -2.610 3.914 -2.082  -0.403
C -3.525 -1.139 4.067  -0.422
H -1.669 -2.044 5.930  0.205
C 2.793 -0.382 -2.340  0.060
H -2.270 -2.814 0.000  0.194
H 5.297 -2.813 -4.071  0.206
H -0.494 -2.079 2.820  0.198
H -2.377 3.235 -2.906  0.221
H -3.892 -2.035 -2.498  0.213
C -2.823 -2.091 -0.614  -0.069
C 3.425 -2.626 -2.992  -0.216
C 4.592 -2.135 -3.585  -0.234
H -4.267 -3.406 -1.438  0.220
H 4.144 1.186 -2.903  0.205

The spin multiplicity is 5. Its LUMO energy (alpha / beta) is 0.40 / -1.39 eV. The HOMO-LUMO gap (alpha / beta) is 7.841 / 6.054 eV. For the HOMO energy (alpha / beta), the calculation gives -0.2735 / -0.2736 Ha. As for the expectation value of S²: 6.01. As for the charge: 0. The maximum force comes out at 0.053 hartree/bohr.



[5]
Here is C6H10O in the gas phase from OMol25. Energies are from ωB97M-V/def2-TZVPD.

Each line ends with the natural charge from an NBO analysis.
Atoms and positions in Å:
H 1.533 -2.047 -1.133  0.223
C -0.285 1.322 0.926  -0.173
C 0.066 0.784 2.272  -0.671
H -2.042 0.048 -0.932  0.234
H 1.103 0.431 2.225  0.231
C -1.099 -0.454 -0.705  -0.453
H -0.914 -1.563 -2.557  0.215
C 0.037 0.584 -0.228  0.019
H 0.307 1.200 -1.078  0.185
C -0.420 -1.112 -1.715  -0.179
H -0.578 -0.022 2.616  0.214
C 1.014 -1.122 -1.398  -0.144
O 1.164 -0.330 -0.194  -0.541
H -1.238 -1.086 0.181  0.238
H -0.398 2.387 0.788  0.199
H 0.078 1.566 3.031  0.219
H 1.674 -0.587 -2.101  0.185

Its LUMO energy is -0.96 eV. The HOMO-LUMO gap is 5.259 eV. For the HOMO energy, the calculation gives -0.2284 Ha. As for the charge: 0. The maximum force comes out at 0.040 hartree/bohr.



[6]
Here is a gas-phase ion, C4H10N (charge +1) from OMol25. Energies are from ωB97M-V/def2-TZVPD.

Each line ends with the natural charge from an NBO analysis.
Atoms and positions in Å:
N 0.230 0.879 -0.827  -0.510
H 1.014 -0.250 1.598  0.227
H -1.481 -0.615 1.573  0.258
H 0.958 -1.811 0.994  0.265
H -1.075 1.478 0.690  0.225
H -1.940 0.831 -0.720  0.248
H 0.128 1.164 -1.807  0.445
H -1.335 -1.451 0.054  0.231
H 0.666 1.746 -0.505  0.434
H 2.139 0.080 -0.507  0.239
C 0.563 -0.816 0.781  -0.434
C -1.076 0.714 -0.081  -0.225
C 1.129 -0.308 -0.534  -0.209
C -0.934 -0.628 0.640  -0.424
H 1.014 -1.014 -1.349  0.230

Its LUMO energy is -3.52 eV. The HOMO-LUMO gap is 12.951 eV. For the HOMO energy, the calculation gives -0.6054 Ha. As for the charge: +1. Its SMILES is C1CC[NH2+]C1. The maximum force comes out at 0.030 hartree/bohr.



[7]
Here is a molecular structure, C38H32ClIrN7O3 from OMol25. Energies are from ωB97M-V/def2-TZVPD.

Each line ends with the Mulliken charge.
Atoms and positions in Å:
H -6.942 -0.958 -1.913  0.409
C 2.087 -2.154 -0.246  -0.226
C 4.057 -2.716 5.472  -0.522
C -1.453 3.629 -5.477  -0.531
C 3.378 -2.460 3.119  0.339
H -3.737 4.347 -3.073  0.307
C -4.725 -1.041 -1.777  -0.303
C -1.412 2.590 -3.291  0.845
C -2.719 5.812 -0.480  0.934
H 9.118 -2.836 7.847  0.244
H -1.965 0.307 -5.762  0.531
N 0.238 -2.014 -1.794  0.019
H 8.932 -3.547 6.229  0.344
C 1.079 -1.962 -2.812  -0.125
C -6.026 -1.518 -1.955  -0.984
C 1.487 -2.399 2.138  0.903
C 2.425 -2.278 1.133  0.036
H -4.732 4.536 -1.638  0.500
H -3.542 -2.545 0.636  0.396
H -1.240 1.862 -1.401  0.306
C 6.369 -2.716 6.130  0.939
H 0.342 5.805 0.995  0.390
H -0.674 -2.698 3.839  0.622
C -5.879 -2.866 -2.209  -0.036
O -1.785 0.035 -1.894  -0.988
H 0.637 -1.886 -3.796  0.596
C -1.299 3.725 -4.115  -0.846
C 5.012 -2.801 6.457  -0.623
C 2.462 -1.981 -2.609  -1.096
C -0.933 -2.593 2.794  -0.482
C 0.715 -2.138 -0.528  0.819
H -3.865 3.028 -1.926  -0.026
H -1.743 7.126 0.893  0.357
Ir -1.792 -2.017 -1.879  1.031
C 8.619 -2.735 6.889  -0.841
N -3.855 -2.039 -1.908  0.310
H -1.833 2.339 -7.169  0.424
C -1.650 6.217 0.311  -0.871
N -4.569 -3.140 -2.170  -0.001
H 4.039 -2.080 -1.182  0.466
H -1.087 4.680 -3.654  0.516
H -4.049 -3.999 -2.326  0.116
C -3.976 6.642 -0.496  -1.656
H -3.845 7.543 0.100  0.388
C -0.277 -2.293 0.505  0.265
H -6.600 -3.639 -2.412  0.476
N -1.239 2.713 -1.939  0.123
H -4.372 -0.046 -1.562  0.615
N -1.579 -2.324 0.099  -0.550
C -2.235 -2.633 2.365  -1.004
H 7.793 -2.474 4.526  0.408
C -1.710 2.402 -6.098  -0.877
O 7.227 -2.810 7.164  -0.454
C -3.801 4.115 -2.008  -1.034
C 4.426 -2.544 4.133  0.394
O -1.763 -1.041 -3.772  -0.829
N 3.635 -2.321 1.779  -0.076
H -4.828 6.096 -0.085  0.373
C -1.414 3.923 -1.202  -0.344
C -0.480 5.478 0.371  -0.750
C 5.776 -2.459 3.820  -0.734
H 8.879 -1.773 6.442  0.343
C -0.359 4.335 -0.397  -0.898
H -1.363 4.525 -6.078  0.423
C 6.752 -2.543 4.803  -0.687
H 4.547 -2.266 1.362  0.180
H 3.116 -1.929 -3.467  0.443
H -3.050 -2.771 3.061  0.445
H -4.246 6.947 -1.509  0.346
C 0.086 -2.425 1.846  -0.225
H 6.108 -2.323 2.797  0.215
C -2.527 -2.507 1.005  0.226
C -2.619 4.634 -1.234  1.193
H 0.558 3.760 -0.403  0.515
N 2.086 -2.511 3.359  -0.826
C 2.968 -2.065 -1.337  -0.499
C -1.644 1.346 -3.920  -0.014
H 4.739 -2.935 7.494  0.433
Cl -1.749 -4.338 -2.225  -0.529
C -1.788 1.277 -5.318  -0.604
H 3.007 -2.782 5.722  0.484
C -1.730 0.096 -3.191  1.106

Its LUMO energy is -3.32 eV. The HOMO-LUMO gap is 6.680 eV. For the HOMO energy, the calculation gives -0.3675 Ha. As for the charge: +1. The maximum force comes out at 0.009 hartree/bohr.



[8]
Here is C7H17BN2 in the gas phase from OMol25. Energies are from ωB97M-V/def2-TZVPD.

Each line ends with the natural charge from an NBO analysis.
Atoms and positions in Å:
H -0.739 2.790 0.528  0.218
H 1.584 -1.974 1.405  0.384
C -1.740 -1.079 1.388  -0.717
H -2.203 -2.013 1.385  0.222
H -1.100 2.076 -1.543  0.211
H 3.795 0.631 0.972  0.228
H -2.013 0.625 -1.780  0.205
N 0.923 0.752 -0.421  -0.833
C -0.503 0.670 -0.158  0.001
B 1.906 -0.044 0.254  0.804
H 1.147 1.407 -1.105  0.377
H -2.010 1.731 0.789  0.195
C -1.039 1.012 -1.567  -0.590
H -2.453 -0.361 1.595  0.228
N 1.508 -1.089 1.011  -0.978
H -1.221 -1.168 2.352  0.264
C -0.929 -0.702 0.169  0.430
C -0.927 -1.760 -0.874  -0.719
H -0.313 0.808 -2.270  0.217
C -0.959 1.745 0.806  -0.607
H -0.519 -1.635 -1.855  0.241
H 4.018 -0.533 -0.379  0.226
H -0.604 -2.736 -0.449  0.255
H -0.512 1.509 1.712  0.223
H 3.454 1.140 -0.755  0.202
H -1.976 -2.112 -1.159  0.228
C 3.423 0.313 -0.053  -0.917

Its LUMO energy (alpha / beta) is -0.43 / -0.43 eV. The HOMO-LUMO gap (alpha / beta) is 7.137 / 7.136 eV. For the HOMO energy (alpha / beta), the calculation gives -0.2780 / -0.2780 Ha. As for the charge: 0. The maximum force comes out at 0.068 hartree/bohr.



[9]
Here is C2H2ClNO in the gas phase from OMol25. Energies are from ωB97M-V/def2-TZVPD.

Each line ends with the natural charge from an NBO analysis.
Atoms and positions in Å:
C 0.506 -0.659 -0.033  0.048
H -0.128 -0.805 0.865  0.224
H -0.180 0.891 -0.600  0.484
O 0.740 0.621 -0.531  -0.628
N 2.775 -1.617 1.040  -0.273
Cl -0.087 -1.986 -1.250  -0.076
C 1.798 -1.159 0.637  0.221

Its LUMO energy is 0.26 eV. The HOMO-LUMO gap is 11.988 eV. For the HOMO energy, the calculation gives -0.4312 Ha. As for the charge: 0. Its SMILES is N#C[C@@H](O)Cl. The maximum force comes out at 0.069 hartree/bohr.



[10]
Here is C3H2BrClN2 in the gas phase from OMol25. Energies are from ωB97M-V/def2-TZVPD.

Each line ends with the natural charge from an NBO analysis.
Atoms and positions in Å:
N -0.973 0.915 -0.009  -0.046
C 1.252 0.005 -0.540  -0.138
Br 4.150 0.874 0.155  -0.039
Cl -2.397 3.016 -0.007  0.013
C 1.960 0.907 -0.048  -0.130
H 1.357 -0.776 -1.148  0.230
H 1.413 1.721 0.651  0.244
C -1.962 1.398 0.471  0.044
N -0.241 0.172 -0.545  -0.177

Its LUMO energy (alpha / beta) is -1.05 / -1.05 eV. The HOMO-LUMO gap (alpha / beta) is 8.235 / 8.235 eV. For the HOMO energy (alpha / beta), the calculation gives -0.3414 / -0.3414 Ha. As for the charge: 0. The maximum force comes out at 0.157 hartree/bohr.



no.,E (eV)
1,-8923.3880
2,-86171.1817
3,-141781.5704
4,-59459.5051
5,-8426.0815
6,-5793.6746
7,-71860.1935
8,-11189.1003
9,-18165.0314
10,-88682.4350